Record 1
59
Properties=species:S:1:pos:R:3 method="wB97M-V/def2-TZVPD" gap_ev=5.335 charge=-2 e_homo_ev=-1.065 lumo_ev=4.3 total_energy_ha=-2307.39277
K -2.11004 -0.19107 0.23459
O 0.15097 -2.37684 2.76236
C 0.90523 -1.19584 2.58923
C 0.38188 0.00852 3.37630
N -0.67862 0.77549 2.70454
C -1.94815 0.70478 3.42018
C -2.62557 -0.68858 3.48978
O -3.37098 -0.86758 4.46135
O -2.39421 -1.49817 2.53663
C -0.27755 2.15983 2.47916
C -1.04595 2.94696 1.39826
O -0.61830 4.12195 1.20500
O -1.94860 2.36914 0.76069
H -0.79086 -2.15822 2.57153
H 0.97629 -0.91876 1.52876
H 1.91776 -1.42477 2.94374
H 1.23149 0.67233 3.57612
H 0.02842 -0.35157 4.35065
H -2.65668 1.36483 2.91315
H -1.84814 1.06772 4.45545
H 0.75958 2.16794 2.13266
H -0.29355 2.75609 3.40840
N 0.43900 3.52285 -1.09171
C -0.29491 2.46530 -1.52398
N 0.17422 1.32645 -1.90283
C 1.53665 1.12040 -1.73782
N 2.03659 -0.05307 -1.55117
N 1.08365 -0.98476 -1.24776
C 1.20937 -2.17391 -1.65488
C 0.22375 -3.17067 -1.18698
C 0.35274 -4.51296 -1.52104
C -0.59177 -5.40959 -1.04333
C -1.62080 -4.93526 -0.25030
C -1.66654 -3.57142 0.03199
N -0.77291 -2.71068 -0.42921
C 2.40720 2.29767 -1.67547
C 3.78276 2.26099 -1.88852
C 4.55800 3.38130 -1.65685
C 3.95932 4.55158 -1.18753
C 2.59624 4.61026 -0.98003
C 1.80735 3.48654 -1.23958
H -0.04817 4.08720 -0.37151
H -1.36650 2.62526 -1.51068
H 2.01238 -2.48442 -2.32944
H 1.17727 -4.83950 -2.14351
H -0.52013 -6.46310 -1.28714
H -2.37825 -5.59554 0.15011
H -2.44740 -3.16669 0.66824
H 4.22188 1.32692 -2.21394
H 5.62771 3.34878 -1.82233
H 4.56748 5.42610 -0.98873
H 2.11915 5.51423 -0.62299
C -2.03453 -1.78367 -3.71108
O -3.17790 -0.98954 -3.93997
C -4.00548 -0.68800 -2.72448
O -3.57276 -1.25485 -1.73279
H -1.49349 -1.87578 -4.65939
H -2.28428 -2.79244 -3.35320
H -1.36136 -1.34015 -2.96869

***

Record 2
53
Properties=species:S:1:pos:R:3 method="wB97M-V/def2-TZVPD" gap_ev=8.570 e_homo_ev=-8.262 lumo_ev=0.3 total_energy_ha=-1715.58969
C 2.37225 2.59216 -0.83620
N 1.76929 2.60951 0.47456
C 2.68703 2.48773 1.59698
C 2.84514 0.99916 1.95796
O 3.79837 0.34336 1.60330
N 1.79929 0.52985 2.66784
C 1.61142 -0.84877 2.96038
C 1.71842 -1.28759 4.25400
C 1.53173 -2.64222 4.56265
C 1.23735 -3.54108 3.57667
C 1.10558 -3.12250 2.23644
C 0.77841 -4.02367 1.20109
C 0.63008 -3.59069 -0.08663
C 0.80627 -2.23492 -0.40593
C 1.13577 -1.34195 0.57522
C 1.29524 -1.75303 1.91394
C 0.44948 2.62468 0.73464
O 0.01398 2.61057 1.88046
C -0.49985 2.63297 -0.42337
C -1.41266 3.67204 -0.56852
C -2.36964 3.63388 -1.57055
C -2.44454 2.54135 -2.41971
C -1.54897 1.50296 -2.25423
S -1.66408 0.06352 -3.31289
O -0.48589 -0.73981 -3.12450
O -1.98969 0.48640 -4.64184
N -3.02848 -0.68067 -2.65784
C -3.74746 -1.51625 -3.59494
C -2.74084 -1.31474 -1.39212
C -0.57789 1.53584 -1.27598
H 3.10888 3.39592 -0.90580
H 1.62035 2.73751 -1.60711
H 2.88370 1.64100 -1.00443
H 3.65756 2.89257 1.31014
H 2.27998 3.04364 2.44504
H 1.03766 1.16739 2.87912
H 1.95488 -0.58368 5.03791
H 1.62849 -2.96595 5.58826
H 1.09682 -4.58671 3.80969
H 0.64384 -5.06694 1.44971
H 0.37779 -4.28919 -0.87113
H 0.67377 -1.90499 -1.42643
H 1.28330 -0.29998 0.33537
H -1.36588 4.51076 0.10966
H -3.06275 4.45358 -1.68145
H -3.17742 2.47737 -3.20732
H -3.76642 -0.99312 -4.54759
H -4.76614 -1.66096 -3.23443
H -3.26767 -2.49212 -3.72970
H -2.26566 -0.58562 -0.73889
H -3.67561 -1.64232 -0.93884
H -2.07101 -2.17424 -1.50606
H 0.09645 0.69798 -1.19657

***

Record 3
52
Properties=species:S:1:pos:R:3 method="wB97M-V/def2-TZVPD" gap_ev="6.039 / 6.932" e_homo_ev="-6.508 / -7.371" lumo_ev="-0.5 / -0.4" s2=2.009 total_energy_ha=-1643.28967 multiplicity=3
Pt 0.91922 -0.14522 -1.36138
N 1.82622 -0.71651 3.06057
C 1.00072 -0.54197 2.00016
S 0.37328 -1.97385 1.16640
N 0.60446 0.65093 1.70643
N 0.03352 0.76689 0.47301
C -0.97180 1.54851 0.30394
C -1.65274 2.27199 1.40035
C -0.95182 3.17060 2.19822
C -1.59871 3.83655 3.22629
C -2.94352 3.60027 3.47577
C -3.64413 2.69727 2.68979
C -3.00206 2.03875 1.65235
C -1.45838 1.65010 -1.08539
C -2.44516 2.55581 -1.46514
C -2.84981 2.60367 -2.78628
C -2.26574 1.73989 -3.69995
C -1.27785 0.88019 -3.25692
N -0.86767 0.83911 -1.98819
H 2.22108 -1.62721 3.21082
H 2.38448 0.07810 3.32877
H 0.10100 3.33687 2.01329
H -1.04840 4.53742 3.84025
H -3.44353 4.11682 4.28465
H -4.69058 2.50254 2.88463
H -3.54793 1.32932 1.04157
H -2.87788 3.21448 -0.72687
H -3.60933 3.30779 -3.09843
H -2.55497 1.73464 -4.74093
H -0.77795 0.19798 -3.93128
C -0.42355 -3.08853 -2.36793
N -0.76021 -3.86915 -1.22317
C -2.11670 -3.67674 -0.80465
C 1.91714 -2.78903 0.64847
C 2.99424 -1.87590 0.12273
C 4.29332 -2.16541 0.54146
C 5.37708 -1.42675 0.09679
C 5.15214 -0.37886 -0.78151
C 3.85949 -0.08734 -1.19161
C 2.73457 -0.80950 -0.75851
H 0.34132 -3.58289 -2.96882
H 0.03235 -2.11695 -2.00611
H -1.28495 -2.82520 -2.99679
H -2.76863 -4.34556 -1.38593
H -2.47433 -2.65169 -0.97168
H -2.23522 -3.93671 0.24730
H 1.54462 -3.47272 -0.11814
H 2.30152 -3.40010 1.46562
H 4.45849 -2.99423 1.22300
H 6.37816 -1.66669 0.43211
H 5.98148 0.21738 -1.14340
H 3.71365 0.74082 -1.87573